one | Below is the molecule C6H10, with properties calculated with ωB97M-V with the def2-TZVPD basis set.

Geometry as ORCA input:
```
! wB97M-V def2-TZVPD RIJCOSX def2/J DEFGRID3
* xyz 0 1
C -0.422 1.065 -1.346
H 2.593 -0.498 0.624
C -0.815 -0.004 -0.305
C -1.274 0.497 1.047
H 1.230 -0.890 1.687
H -2.286 0.915 0.985
C 0.701 -0.448 -0.404
H 0.589 -1.149 -1.234
H -0.596 1.264 1.437
C 1.629 -1.025 0.673
H 1.825 -2.093 0.520
C 1.042 0.896 -0.986
H -1.296 -0.338 1.760
H -0.814 2.083 -1.252
H -1.531 -0.751 -0.672
H -0.590 0.739 -2.384
*
```

Orbital gap: 8.26 eV
Highest occupied orbital energy: -0.3025 Ha

These are the Mulliken partial charges, in e, on atoms 1 to 6:
1. C -0.448
2. H 0.318
3. C 0.196
4. C -1.542
5. H 0.319
6. H 0.395

=====

two | Below is the molecule C6H10, with properties calculated with ωB97M-V with the def2-TZVPD basis set.

Geometry as ORCA input:
```
! wB97M-V def2-TZVPD RIJCOSX def2/J DEFGRID3
* xyz 0 1
C -1.708 0.132 0.871
H -1.142 0.978 1.276
H -2.538 0.962 -0.943
C 0.721 0.066 -0.652
H 2.863 -1.626 1.073
H 2.853 0.018 1.740
H -2.207 -0.761 -1.009
C -1.810 0.195 -0.650
C -0.477 0.502 -1.377
H -1.196 -0.783 1.181
C 2.864 -0.563 0.810
H -0.387 1.583 -1.542
C 1.697 -0.225 -0.007
H -0.495 0.044 -2.373
H 3.799 -0.344 0.283
H -2.705 0.138 1.324
*
```

Orbital gap: 10.36 eV
Highest occupied orbital energy: -0.3416 Ha

These are the Mulliken partial charges, in e, on atoms 1 to 6:
1. C -1.183
2. H 0.321
3. H 0.284
4. C -0.219
5. H 0.296
6. H 0.292

=====

three | Below is the molecule C6H10, with properties calculated with ωB97M-V with the def2-TZVPD basis set.

Geometry as ORCA input:
```
! wB97M-V def2-TZVPD RIJCOSX def2/J DEFGRID3
* xyz 0 1
H 2.950 0.649 0.938
H 1.876 -1.643 -0.760
H 1.806 1.032 -0.347
C 1.839 -1.079 0.179
H 3.331 0.227 -0.741
C -2.125 -0.165 0.538
H -3.148 1.422 -0.580
C 2.527 0.286 -0.002
H 2.371 -1.686 0.919
C 0.427 -0.911 0.531
H -1.641 1.928 0.220
H -1.570 0.940 -1.238
H -2.570 0.026 1.521
H -2.738 -0.939 0.061
C -2.133 1.111 -0.316
C -0.743 -0.643 0.648
*
```

Orbital gap: 10.45 eV
Highest occupied orbital energy: -0.3432 Ha

These are the Mulliken partial charges, in e, on atoms 1 to 6:
1. H 0.276
2. H 0.251
3. H 0.310
4. C -0.480
5. H 0.309
6. C -0.507

=====

Stability, lowest: one

=====

one | Below is a cluster of 2 separate species, C3H4FN in total, with properties calculated with ωB97M-V with the def2-TZVPD basis set.

Geometry as ORCA input:
```
! wB97M-V def2-TZVPD RIJCOSX def2/J DEFGRID3
* xyz 0 1
F 1.252 -1.808 -0.075
C 2.336 0.317 0.097
H -0.948 -0.280 0.204
H -0.350 -0.376 -1.483
N 3.239 0.996 -0.081
H -0.024 1.055 -0.521
C -0.131 -0.006 -0.500
H 0.828 -0.192 1.824
C 1.057 -0.555 0.163
*
```

Orbital gap: 10.58 eV
Highest occupied orbital energy: -0.3883 Ha

These are the Mulliken partial charges, in e, on atoms 1 to 6:
1. F -0.231
2. C 0.094
3. H 0.276
4. H 0.342
5. N -0.350
6. H 0.349

=====

two | Below is the molecule C3H4FN, with properties calculated with ωB97M-V with the def2-TZVPD basis set.

Geometry as ORCA input:
```
! wB97M-V def2-TZVPD RIJCOSX def2/J DEFGRID3
* xyz 0 1
H 1.158 -1.454 -0.072
H -1.177 -0.677 -0.673
H 0.133 -0.986 1.402
C -0.695 1.350 -0.146
C 0.543 -0.737 0.484
F 1.647 0.016 1.012
C -0.465 0.055 -0.573
N -0.976 2.377 0.261
H -0.168 0.056 -1.694
*
```

Orbital gap: 12.30 eV
Highest occupied orbital energy: -0.4263 Ha

These are the Mulliken partial charges, in e, on atoms 1 to 6:
1. H 0.243
2. H 0.323
3. H 0.307
4. C 0.366
5. C -0.324
6. F -0.305

=====

three | Below is a structure of composition C3H4FN, with properties calculated with ωB97M-V with the def2-TZVPD basis set.

Geometry as ORCA input:
```
! wB97M-V def2-TZVPD RIJCOSX def2/J DEFGRID3
* xyz 0 1
H 1.321 -2.049 -0.021
H -2.639 0.495 0.681
C 0.521 0.545 0.262
H -2.145 0.139 -1.130
H 2.617 -0.709 0.200
F 1.266 1.693 0.278
N -0.705 0.582 0.260
C -1.900 0.329 -0.161
C 1.662 -1.024 -0.369
*
```

Orbital gap (alpha / beta): 7.04 / 6.42 eV
Highest occupied orbital energy (alpha / beta): -0.2892 / -0.2723 Ha

These are the Mulliken partial charges, in e, on atoms 1 to 6:
1. H 0.180
2. H 0.230
3. C 0.183
4. H 0.336
5. H 0.151
6. F -0.194

=====

Stability, lowest: three

=====

one | Below is a cluster of 3 separate species, H5O3 in total, with properties calculated with ωB97M-V with the def2-TZVPD basis set.

Geometry as ORCA input:
```
! wB97M-V def2-TZVPD RIJCOSX def2/J DEFGRID3
* xyz -1 1
H 0.366 1.569 -0.700
O -0.208 2.288 -1.114
H 0.426 -2.719 1.080
H -0.183 -1.382 0.722
H 1.190 -0.359 -0.526
O -0.395 -2.237 1.201
O 0.529 0.042 0.049
H -0.795 1.712 -1.627
*
```

Orbital gap: 8.65 eV
Highest occupied orbital energy: -0.1400 Ha

These are the Mulliken partial charges, in e, on atoms 1 to 6:
1. H 0.403
2. O -0.695
3. H 0.251
4. H 0.450
5. H 0.171
6. O -0.693

=====

two | Below is a cluster of 3 separate species, H5O3 in total, with properties calculated with ωB97M-V with the def2-TZVPD basis set.

Geometry as ORCA input:
```
! wB97M-V def2-TZVPD RIJCOSX def2/J DEFGRID3
* xyz -1 1
H -2.149 1.867 -0.710
H 1.218 -0.772 0.570
O 0.577 0.300 -0.453
H 1.971 -1.931 1.372
O -2.168 0.996 -0.781
H -1.355 0.801 -0.402
O 1.831 -1.024 1.378
H 0.074 -0.234 -0.974
*
```

Orbital gap: 8.27 eV
Highest occupied orbital energy: -0.1304 Ha

These are the Mulliken partial charges, in e, on atoms 1 to 6:
1. H 0.254
2. H 0.410
3. O -1.148
4. H 0.251
5. O -0.627
6. H 0.378

=====

three | Below is a structure of composition H5O3, with properties calculated with ωB97M-V with the def2-TZVPD basis set.

Geometry as ORCA input:
```
! wB97M-V def2-TZVPD RIJCOSX def2/J DEFGRID3
* xyz -1 1
H 2.471 0.498 0.088
H -2.617 -1.168 0.769
O -0.186 0.232 -0.673
O 2.219 0.239 -0.787
O -1.827 -0.744 1.174
H 0.188 1.129 -0.213
H -1.260 -0.396 0.485
H 1.012 0.209 -0.843
*
```

Orbital gap: 8.64 eV
Highest occupied orbital energy: -0.1476 Ha

These are the Mulliken partial charges, in e, on atoms 1 to 6:
1. H 0.213
2. H 0.286
3. O -1.002
4. O -0.904
5. O -0.698
6. H 0.218

=====

four | Below is a cluster of 3 separate species, H5O3 in total, with properties calculated with ωB97M-V with the def2-TZVPD basis set.

Geometry as ORCA input:
```
! wB97M-V def2-TZVPD RIJCOSX def2/J DEFGRID3
* xyz -1 1
H 0.627 -1.187 -0.110
H -2.291 1.211 0.503
H -0.874 1.319 -0.093
H 1.711 -2.241 -0.675
O 0.691 0.445 0.319
O -1.855 1.436 -0.355
O 0.828 -1.978 -0.534
H 1.163 0.994 0.945
*
```

Orbital gap: 8.37 eV
Highest occupied orbital energy: -0.1297 Ha

These are the Mulliken partial charges, in e, on atoms 1 to 6:
1. H 0.432
2. H 0.280
3. H 0.400
4. H 0.254
5. O -1.166
6. O -0.691

=====

Stability, lowest: two

=====

one | Below is the molecule C4H3N3O, with properties calculated with ωB97M-V with the def2-TZVPD basis set.

Geometry as ORCA input:
```
! wB97M-V def2-TZVPD RIJCOSX def2/J DEFGRID3
* xyz 0 1
O -1.128 -2.423 -0.037
N -1.196 0.460 1.095
H 2.069 0.983 0.181
C 0.571 0.196 -1.237
C 1.033 0.714 0.062
N -1.783 -0.275 0.335
C 0.206 0.607 1.143
C -0.963 -1.224 -0.315
H 0.555 0.806 2.215
N -0.372 -0.632 -1.406
H 1.008 0.787 -2.035
*
```

Orbital gap: 8.84 eV
Highest occupied orbital energy: -0.3543 Ha

These are the Mulliken partial charges, in e, on atoms 1 to 6:
1. O -0.524
2. N -0.049
3. H 0.363
4. C 0.043
5. C -0.329
6. N -0.250

=====

two | Below is the molecule C4H3N3O, with properties calculated with ωB97M-V with the def2-TZVPD basis set.

Geometry as ORCA input:
```
! wB97M-V def2-TZVPD RIJCOSX def2/J DEFGRID3
* xyz 0 1
H -0.062 -0.488 -2.909
C -0.191 -0.209 -1.727
O 0.452 -1.832 2.526
N 0.259 0.418 1.610
C -0.061 0.228 0.291
C 1.020 -0.748 2.172
N -1.296 1.088 -0.153
H -1.560 1.465 -2.329
H 2.086 -0.325 2.684
C -1.263 0.796 -1.373
N 0.617 -0.391 -0.791
*
```

Orbital gap: 8.45 eV
Highest occupied orbital energy: -0.3790 Ha

These are the Mulliken partial charges, in e, on atoms 1 to 6:
1. H 0.268
2. C 0.100
3. O -0.460
4. N -0.304
5. C 0.433
6. C 0.234

=====

Stability, lowest: two